Entry 1:
C23H18N4O | the ωB97M-V functional and the def2-TZVPD basis

Geometry as XYZ:
```
46
Properties=species:S:1:pos:R:3:nbo_charge:R:1
O -0.4037 -0.2071 -1.3974 -0.732
N 1.3610 1.6478 -0.2860 -0.270
N 0.5050 1.4409 0.7654 -0.160
N -5.3229 -3.6946 0.4308 -0.398
N -0.5107 1.7210 2.7142 -0.449
C 0.7478 -1.7186 -0.0040 -0.614
C 2.1448 2.7228 -0.2261 0.194
C -4.4120 -5.0067 2.2204 -0.260
C -4.0281 -1.9837 -0.5820 -0.178
C 2.8995 2.3853 -2.6027 -0.210
C 5.0246 3.2542 -3.4018 -0.207
C 2.1370 3.6331 0.9303 -0.265
C 5.3654 3.5780 -2.1032 -0.209
C 3.1612 2.8655 -1.3201 -0.001
C -4.1522 -3.0446 0.3489 0.121
C 0.3761 2.2519 1.8940 0.273
C -0.4454 -0.7651 -0.0787 0.203
C 3.8113 2.6145 -3.6484 -0.190
C -2.8836 -1.2312 -0.7145 -0.195
C -3.2061 -4.3297 2.1259 -0.159
C -0.9034 0.5039 2.1295 -0.044
C -0.2715 0.3151 0.9347 0.066
C 1.1993 3.4614 1.9508 -0.141
C -1.7718 -1.5166 0.1076 -0.012
C -5.4309 -4.7395 1.2772 0.043
C 4.4288 3.4497 -1.0705 -0.219
C -3.0747 -3.3100 1.1957 -0.039
C -1.9093 -2.5344 1.0814 -0.211
H 3.4908 2.3182 -4.6279 0.216
H 0.0947 0.6451 -1.3766 0.496
H -1.0568 -2.7017 1.7568 0.213
H 2.0095 1.8179 -2.9002 0.229
H 0.5825 -2.5792 -0.6578 0.224
H 1.6510 -1.1851 -0.3421 0.225
H 5.6949 3.4665 -4.2271 0.218
H -4.5326 -5.7798 2.9806 0.219
H 4.7090 3.8015 -0.0678 0.219
H -2.3665 -4.5700 2.7750 0.215
H 1.1933 4.1970 2.7573 0.243
H -6.3885 -5.2342 1.3731 0.197
H -1.7611 -0.1315 2.4717 0.230
H 2.7558 4.5184 0.9782 0.231
H -4.9241 -1.7586 -1.1828 0.226
H 0.9394 -2.0818 1.0129 0.205
H 6.3761 3.9592 -1.9172 0.220
H -2.9032 -0.4650 -1.4774 0.239
```

Output
Energy above the lowest of the compared OMol25 structures with the same formula, charge and spin ... 0.0 kJ/mol
Structure (SMILES) ... C[C@@](O)(c1ccc2ncccc2c1)c1cnc2ccc(-c3ccccc3)nn12
Total charge ... 0
Kohn-Sham gap ... 8.052 eV
HOMO energy ... -8.473 eV
LUMO ... -0.421 eV

Entry 2:
C23H19BrCl52FNO2P2 | the ωB97M-V functional and the def2-TZVPD basis

Geometry as XYZ:
```
101
Properties=species:S:1:pos:R:3:lowdin_charge:R:1
Br 1.5946 -4.2135 -0.8255 0.657
Cl -5.8799 1.9651 -11.2734 0.516
Cl -7.8833 3.5242 -0.2132 0.524
Cl -3.1649 -7.2544 2.4201 0.486
Cl 1.6241 2.7037 7.2772 0.474
Cl -1.9214 6.4025 -4.6187 0.513
Cl -4.4324 4.3653 5.1585 0.521
Cl 0.4623 6.2503 -1.3343 0.513
Cl 4.0829 2.0150 8.6721 0.511
Cl 2.5941 6.3244 -3.3130 0.523
Cl 3.1593 -6.2614 5.5747 0.521
Cl -0.5894 -6.7418 1.1676 0.492
Cl -3.0481 -6.0531 -0.2272 0.521
Cl 4.8712 -5.4169 3.3789 0.515
Cl 2.2623 1.6364 -5.4619 0.477
Cl -4.8282 3.9248 -9.3976 0.504
Cl -3.0589 -11.0940 1.1529 0.510
Cl 1.9796 -5.4053 3.0566 0.520
Cl 4.2952 -0.4450 -5.4888 0.499
Cl -4.3587 6.2194 -3.0404 0.484
Cl -0.6010 2.5941 -5.3238 0.412
Cl -3.3617 3.0414 2.7992 0.513
Cl 1.5073 1.5023 9.9246 0.516
Cl 4.3941 1.7104 -7.4406 0.515
Cl -5.3025 1.1886 -8.5295 0.489
Cl -4.4555 5.8083 -5.9191 0.521
Cl -5.3996 -12.3656 2.3233 0.512
Cl -3.1975 3.8203 -4.2071 0.454
Cl -5.9370 4.6780 1.6161 0.491
Cl 2.4526 4.2358 9.6078 0.516
Cl 5.6083 2.4815 2.9178 0.511
Cl -5.1314 3.9148 -1.0735 0.471
Cl 9.1776 -2.5904 -2.3201 0.517
Cl 2.3154 -0.3176 -7.6171 0.512
Cl -1.6697 3.4530 5.1301 0.508
Cl -0.7493 -0.3102 -5.4163 0.575
Cl 3.8779 3.5943 4.9753 0.482
Cl -3.1224 1.7754 -10.3648 0.514
Cl -4.2495 -10.0035 3.5735 0.481
Cl 6.9975 -3.1772 -0.4848 0.514
Cl 6.6759 4.3814 4.8454 0.518
Cl 7.4718 -0.4410 -1.3528 0.511
Cl -2.4121 1.1725 -3.5449 0.536
Cl -2.8251 -12.5388 3.6676 0.512
Cl 4.8158 5.2784 2.7959 0.512
Cl 3.2567 -3.4583 4.8011 0.520
Cl -2.9708 1.2919 -6.3978 0.502
Cl -2.4693 5.7221 3.4940 0.518
Cl 0.5154 4.2963 -3.4894 0.436
Cl -6.8704 6.2127 -0.6728 0.512
Cl 2.4952 4.1689 -1.3611 0.527
Cl -2.2196 -4.5210 2.1034 0.579
Cl 6.4201 -2.4007 -3.2287 0.502
P 2.4151 -0.7925 0.9509 0.982
P -2.3394 -1.0821 0.5336 0.925
F -1.6174 -2.2976 3.4839 -0.218
O 0.6836 -1.4981 -3.0731 -0.099
O -3.0038 -1.1480 -1.1126 -0.376
N -0.1235 -0.1501 -1.1025 0.020
C -3.8833 -11.5004 2.6793 -2.006
C -1.6833 1.1870 -5.1707 -1.922
C 2.3596 1.1310 0.6959 -0.443
C -3.3544 0.1390 1.6091 -0.342
C 7.5167 -2.1523 -1.8466 -2.008
C 5.2445 3.9339 3.8836 -2.009
C 1.6705 1.9381 1.9453 -0.185
C 2.4167 2.6142 8.8705 -2.009
C 0.5157 -2.6047 1.9676 -0.272
C -3.4833 5.5627 -4.4463 -1.953
C -0.1835 -1.9405 3.2947 -0.130
C 3.3167 0.6460 -6.5021 -1.993
C -2.9833 4.1455 4.1454 -1.993
C 3.6769 -1.3696 -0.4128 -0.323
C 1.5167 5.2600 -2.3744 -1.983
C 0.6983 -1.5869 0.6952 -0.543
C -4.7833 2.2135 -9.8914 -2.007
C -0.4931 -0.4859 0.3578 -0.404
C 0.3981 -1.4400 -1.7700 -0.284
C 0.4362 -2.5918 -0.5854 -0.553
C -2.2555 -6.1426 1.3660 -1.969
C -6.4555 4.5824 -0.0858 -1.988
C 3.3168 -5.1355 4.2028 -1.991
H 1.6125 -2.9349 2.3037 0.036
H -0.6509 -3.0692 -0.7110 0.115
H 4.5566 -0.5885 -0.4314 0.029
H -2.6840 0.6733 2.4210 0.002
H 3.5064 1.4617 0.6640 0.069
H 1.1204 1.2372 2.7138 0.054
H -0.5367 0.4839 1.0525 0.108
H 0.0316 -0.7848 3.3376 0.112
H -0.0318 -3.6252 1.6841 0.029
H 3.1810 -1.3583 -1.4964 0.056
H 1.9293 1.4028 -0.3662 0.054
H -3.8753 0.9013 0.8651 0.040
H 0.8250 2.6302 1.4705 0.079
H -4.1833 -0.5050 2.1755 0.075
H 4.0270 -2.4705 -0.1846 0.010
H -3.0713 -0.1646 -1.3668 -0.002
H -0.9039 0.3343 -1.6393 0.059
H 2.4227 2.7017 2.4699 0.049
H 0.3875 -2.4042 4.2345 0.114
```

Output
Total charge ... 0
Kohn-Sham gap ... 7.973 eV
HOMO energy ... -8.299 eV
LUMO ... -0.326 eV

Entry 3:
C23H19BrIrN4O4S | the ωB97M-V functional and the def2-TZVPD basis

Geometry as XYZ:
```
53
Properties=species:S:1:pos:R:3:nbo_charge:R:1
Ir -1.2446 0.0827 0.0474 1.040
Br 2.8998 4.7649 4.0493 0.085
S -0.2641 0.1996 -1.9941 0.137
O 2.0238 0.4206 -0.3794 -0.705
O -2.9091 0.4427 -1.1184 -0.557
O -0.9122 2.0357 0.3266 -0.651
O 3.0778 -0.4993 1.3484 -0.607
N -1.4889 -1.9373 -0.0828 -0.425
N -2.8414 0.4052 -2.4508 0.010
N 3.6425 2.4289 -0.6274 -0.858
N -0.0594 -0.4186 1.5388 -0.523
C -0.0348 3.9800 1.2406 -0.259
C -3.9644 0.4538 -4.5164 -0.242
C -3.9967 0.4287 -3.1507 0.028
C -2.2264 -2.6171 -0.9282 0.104
C -1.5714 0.3702 -4.4248 -0.224
C -2.7241 0.4432 -5.1674 -0.144
C 0.8179 4.6161 2.0915 -0.168
C 0.1062 -4.6441 1.8641 -0.160
C -2.2642 -4.0227 -0.9355 -0.258
C -0.7275 -2.6134 0.8417 0.209
C -1.5100 -4.7158 -0.0358 -0.092
C -0.1439 2.5627 1.2210 0.408
C -0.7111 -4.0128 0.8955 -0.097
C 4.1278 1.3774 0.2626 -0.354
C 0.8260 -2.4745 2.6562 -0.167
C 0.0514 -1.8385 1.7323 0.106
C 0.8520 -3.8872 2.7164 -0.182
C 0.6085 1.8258 2.1787 -0.202
C -1.6439 0.3388 -3.0286 0.015
C 1.6225 3.8692 2.9836 -0.147
C 3.0452 0.3319 0.4786 0.792
C 1.4997 2.5212 3.0482 -0.180
C 0.5594 0.4226 2.3193 0.219
H 1.1379 0.0135 3.1401 0.208
H 1.4821 -4.3658 3.4533 0.236
H 1.4495 -1.9186 3.3411 0.231
H -0.6537 4.5346 0.5481 0.239
H 4.4644 1.7240 1.2411 0.222
H -4.8928 0.4441 -2.5492 0.250
H 4.9661 0.8590 -0.2050 0.238
H -1.5029 -5.7985 -0.0321 0.236
H -2.8851 -4.5284 -1.6607 0.242
H -4.8936 0.4868 -5.0649 0.249
H 0.8838 5.6960 2.0905 0.241
H -0.5943 0.3358 -4.8864 0.246
H 3.1408 3.1411 -0.1090 0.378
H 2.2402 1.1754 -0.9752 0.523
H 2.0966 1.9535 3.7515 0.233
H -2.6744 0.4931 -6.2461 0.242
H 0.1380 -5.7250 1.9091 0.230
H -2.8223 -2.0444 -1.6248 0.216
H 4.3971 2.8832 -1.1218 0.389
```

Output
Energy above the lowest of the compared OMol25 structures with the same formula, charge and spin ... 74.6 kJ/mol
Total charge ... +1
Kohn-Sham gap ... 6.955 eV
HOMO energy ... -10.620 eV
LUMO ... -3.664 eV